Molecular formula: C30H90O15
Method: DFT, ωB97M-V/def2-TZVPD

Geometry (Å):
H 0.717 1.015 -0.249
C 6.501 4.510 -0.199
H 1.491 1.758 -4.789
H -1.212 -5.551 -6.204
C -1.747 7.740 3.041
H 3.550 2.452 -7.259
H -6.308 1.827 -6.831
H 4.794 -5.343 1.798
H 7.297 3.570 4.941
H -5.164 2.132 -2.466
H -0.536 0.407 0.846
H -7.785 2.266 -0.106
H -0.595 3.050 8.103
H -2.278 -6.958 -6.123
C 0.452 0.206 0.432
H -7.333 1.536 -1.644
H 7.616 1.112 4.066
H -1.560 -3.827 6.986
O 3.915 -3.527 3.552
H 5.774 -6.256 2.960
H -5.415 1.824 -0.227
H 5.178 -4.442 4.765
H 5.551 2.301 3.988
C 0.470 -1.122 -0.289
C -0.990 2.084 7.788
H -0.372 -1.109 -0.981
H 5.111 5.726 0.425
H 1.097 6.771 -3.877
O -3.013 -5.171 -5.318
H -3.032 -7.915 1.204
H -2.812 7.972 3.015
C 6.802 -1.793 -1.908
C -0.864 -5.738 6.178
C 7.474 2.705 5.581
C 0.928 1.731 -5.722
H 6.577 -0.583 -3.776
C 7.028 1.386 4.942
H -5.047 -3.599 3.579
H -1.864 6.933 1.107
H -5.648 -2.892 2.006
H 1.406 -1.161 -0.846
H 5.873 -3.663 3.357
H 5.080 4.004 -1.747
H 1.289 0.154 1.128
H -1.270 -5.581 5.179
H 1.085 2.336 -7.806
H -1.345 -8.143 0.810
H -1.495 7.416 4.051
H 6.996 2.877 6.545
O -5.106 2.962 -1.986
O -4.844 -0.048 -5.583
H -1.044 2.585 5.663
H -2.712 2.798 7.739
H -1.898 -9.368 -1.248
H 4.019 -6.120 3.171
H -2.722 -5.363 -4.423
H -0.503 1.340 8.418
C -2.686 -9.160 -0.524
H -0.084 2.091 -5.536
H 6.683 3.449 -0.026
O 5.680 1.563 4.588
O 5.448 4.865 0.682
H -1.804 -7.328 6.152
H -1.989 -6.164 0.067
O 2.890 1.818 -6.969
C -1.708 -4.889 7.181
H -1.528 -5.051 8.244
C 5.948 4.651 -1.616
H 8.768 0.006 -3.670
H 0.805 0.667 -5.925
H -2.976 -10.085 -0.026
H 5.621 5.635 -1.952
H -6.087 -1.936 4.962
H -3.229 -4.658 -7.822
O 8.431 -0.373 -2.856
C 7.331 -1.121 -3.201
H -1.831 5.716 2.300
O 0.370 -2.152 0.654
H -6.664 -1.073 3.592
H -5.660 -0.469 -7.550
C -1.386 6.680 2.053
H 5.989 -2.485 -2.126
C 4.917 -5.591 2.852
H -1.083 6.442 -5.015
H 6.683 4.308 -2.344
C 0.177 6.835 -3.296
C -5.802 2.708 -0.734
H -3.979 -0.019 -7.499
H 6.494 -1.017 -1.207
H -8.336 -2.216 3.628
O -2.124 7.364 -3.508
H -5.751 3.610 -0.125
H 0.192 -5.467 6.160
H 0.459 1.821 6.133
H 7.458 5.015 -0.071
C -7.291 2.455 -1.060
H -7.863 3.272 -1.500
H 1.757 3.488 -6.655
H 7.724 -1.916 -3.834
H -2.270 -6.023 -8.506
O -1.010 8.919 2.707
C -6.502 -2.084 3.965
C 1.624 2.426 -6.863
O -2.385 -6.853 -0.471
C -0.614 1.829 6.321
H 7.090 0.587 5.681
H -1.326 9.136 1.827
C -4.939 0.142 -7.007
H -0.794 8.098 -4.889
H -1.020 0.904 5.910
H 4.103 -2.625 3.821
C -5.321 1.601 -7.234
C -2.336 -8.020 0.372
H -2.774 -5.019 6.996
H -3.799 -6.295 -7.716
C -2.248 -5.881 -6.286
O -7.689 -2.880 3.878
H 8.554 2.671 5.730
H 1.071 -2.088 1.306
H -4.613 2.341 -6.861
C 5.051 -4.296 3.692
H 7.600 -2.434 -1.533
H 0.056 5.903 -2.745
C -2.895 -5.686 -7.679
H 0.344 7.748 -2.724
O -2.362 1.930 7.957
H -4.629 -2.002 2.939
C -5.438 -2.723 3.062
H -0.307 6.604 1.911
H -5.395 1.840 -8.295
O -0.943 -7.092 6.504
H -2.346 6.475 -3.221
H -3.525 -8.921 -1.177
C -0.963 7.222 -4.263
H -4.574 -0.962 -5.469

The calculation puts the energy above the lowest of the compared OMol25 structures with the same formula, charge and spin at 8.1964 eV. Its largest force on an atom is 2.41 eV/A. As for the spin multiplicity: 1. The calculation puts the HOMO energy at -10.13 eV. For the total energy, the calculation gives -63275.1109 eV. The HOMO-LUMO gap is 10.1 eV.

Molecular formula: C5H10N2
Method: DFT, ωB97M-V/def2-TZVPD

Geometry (Å):
H 1.237 0.198 2.693
H 1.957 -1.117 1.873
C -1.257 1.657 -1.552
H -0.802 1.322 1.284
N -0.653 0.536 -0.789
C -0.477 0.487 0.563
N 0.349 -0.496 0.916
H 0.250 -2.177 -0.143
H 1.658 -1.292 -0.454
H -0.423 2.438 -1.509
C 0.635 -1.261 -0.280
H 0.381 -1.344 2.692
H -1.256 1.320 -2.629
C 1.011 -0.731 2.150
C -0.089 -0.511 -1.317
H -2.331 1.789 -1.124
H -0.192 -0.819 -2.374

The calculation puts the energy above the lowest of the compared OMol25 structures with the same formula, charge and spin at 0.5900 eV. The structure (SMILES) is C[N+]1=CC[N+](C)=C1. Its largest force on an atom is 4.89 eV/A. The charge is +2. As for the spin multiplicity: 1. The calculation puts the HOMO energy at -21.36 eV. For the total energy, the calculation gives -8307.2785 eV. The HOMO-LUMO gap is 10.3 eV.

Molecular formula: C12H30LiO6
Method: DFT, ωB97M-V/def2-TZVPD

Geometry (Å):
H 1.372 -2.211 -3.495
C -0.277 3.069 -1.154
C -2.806 -0.631 -1.259
H 1.290 -1.306 2.540
H 2.884 -1.019 -0.052
C -2.117 0.728 2.084
C 1.061 0.261 -3.147
H -1.243 3.370 -1.557
C 2.866 1.707 0.541
C -0.497 -2.655 1.020
H 3.530 1.541 -0.314
H 3.418 -0.569 1.510
C -1.102 -0.100 4.015
H 0.729 -0.047 -4.144
H -3.685 -0.375 1.200
O -1.730 -0.407 2.796
H -2.628 1.525 2.639
H -1.765 0.445 4.694
H 2.114 0.559 -3.156
H -0.785 -1.031 4.481
H -3.334 0.216 -1.712
O 0.870 -0.720 -2.154
O 0.084 1.723 -1.459
H 3.432 1.800 1.469
C 0.173 1.462 -2.837
O -2.096 -0.256 -0.094
O 1.928 0.650 0.644
H -3.426 1.236 0.457
C -2.933 0.360 0.885
C 2.507 -0.604 0.898
H -0.830 1.285 -3.253
O 0.332 -1.536 0.729
H -0.181 -3.531 0.441
H 2.593 -1.922 -2.225
H 0.541 3.734 -1.426
H -1.522 -2.392 0.791
H -2.062 -0.887 -2.021
H 0.560 2.273 -3.467
H -1.194 1.232 1.721
C 1.514 -1.560 1.500
H -3.454 -1.492 -1.092
C 1.524 -1.955 -2.445
H -0.198 0.511 3.873
H -0.352 3.062 -0.064
H -0.433 -2.955 2.068
H 2.313 2.626 0.363
Li 0.005 0.038 -0.458
H 1.034 -2.703 -1.825
H 1.976 -2.551 1.448

The calculation puts the energy above the lowest of the compared OMol25 structures with the same formula, charge and spin at 0.5684 eV. Its largest force on an atom is 1.67 eV/A. The charge is +1. As for the spin multiplicity: 1. The calculation puts the HOMO energy at -12.71 eV. For the total energy, the calculation gives -25414.4094 eV. The HOMO-LUMO gap is 10.7 eV.

Molecular formula: C22H19B2BrCdF4N6O12S
Method: DFT, ωB97M-V/def2-TZVPD

Geometry (Å):
C 5.845 0.353 -2.897
H -1.726 -3.001 -2.632
C -1.718 -1.889 -0.829
C 4.565 2.357 -2.422
H 6.706 -0.108 -3.367
N 6.676 -2.828 2.614
C 5.606 -2.051 2.471
C -3.212 -2.540 1.223
C -2.458 -1.525 0.424
H 5.062 -1.506 -2.098
C 3.856 0.201 -1.620
N 1.900 0.732 -0.463
N -2.461 -0.271 0.659
F 0.193 -0.620 -4.544
H -3.296 -2.953 -1.790
N -0.757 -1.122 -1.158
C 2.412 1.892 -0.976
C 4.103 -3.795 3.116
H 4.409 3.425 -2.501
F -4.235 1.941 2.743
O 2.022 -2.174 2.532
B -3.609 1.600 1.553
F -1.896 -0.280 -3.600
H -1.388 4.644 -3.018
C -2.254 4.641 -0.519
O 2.582 -1.492 -0.469
H -4.208 -2.704 0.802
H 5.766 -1.030 2.149
B -0.504 -0.263 -3.396
S 0.180 -0.531 3.325
Cd -0.199 0.644 0.209
C -2.215 -3.026 -1.663
N -1.776 2.371 0.248
C 5.662 1.730 -3.010
H -2.558 4.806 0.511
O -2.539 2.642 1.345
O 0.961 -1.388 2.071
O -0.078 1.146 -3.094
H -0.730 3.280 -3.965
N -0.673 1.615 -1.965
O -3.165 0.179 1.716
H 0.330 4.210 -2.905
H 6.385 2.317 -3.565
H 3.108 -4.168 3.307
O 1.950 3.013 -0.852
C 4.937 -0.435 -2.193
F -4.497 1.672 0.464
C -1.651 3.278 -0.638
O -0.157 -1.308 -2.378
O 3.360 -0.344 2.281
C -0.955 2.853 -1.906
H -1.998 -3.976 -1.168
O -0.945 -1.363 3.648
H -1.533 5.400 -0.826
Br 5.048 -6.396 3.831
C 5.221 -4.592 3.268
O 1.167 -0.349 4.351
C -0.683 3.814 -3.018
H 7.360 -4.706 3.128
C 3.675 1.563 -1.732
H -3.317 -2.168 2.240
H -3.136 4.730 -1.159
O -0.138 0.661 2.539
C 4.307 -2.485 2.711
C 3.192 -1.498 2.522
C 2.710 -0.328 -0.791
C 6.482 -4.082 3.011
H -2.680 -3.491 1.238

The calculation puts the energy above the lowest of the compared OMol25 structures with the same formula, charge and spin at 1.8920 eV. Its largest force on an atom is 0.81 eV/A. The charge is -2. As for the spin multiplicity: 1. The calculation puts the HOMO energy at -3.56 eV. For the total energy, the calculation gives -154305.9686 eV. The HOMO-LUMO gap is 7.0 eV.

Molecular formula: C34H46InN2S4SbSi3
Method: DFT, ωB97M-V/def2-TZVPD

Geometry (Å):
C -2.154 5.294 -0.423
H 2.758 -6.126 -2.848
H 4.296 -0.705 -2.228
C 3.384 -1.875 3.333
C 1.911 -0.614 0.120
Si -0.955 -3.208 -3.745
H -3.289 -0.775 -0.372
H -3.301 -2.373 -3.536
H 0.923 -1.942 -4.854
Si 0.684 -5.171 -1.774
C -3.651 -2.766 0.362
C -0.077 -2.482 3.409
H 2.265 -0.142 2.784
In -0.057 0.162 1.280
H -0.602 -7.216 -0.963
C -1.470 3.029 0.117
H -0.101 -2.699 -6.063
H -0.662 -0.322 -1.883
C 2.730 2.116 -1.542
H 2.494 -4.666 -0.182
C 2.613 -1.441 1.094
H 0.070 -0.285 -3.504
H -1.156 -5.633 -4.505
C -1.368 -3.304 -1.076
H 1.836 2.614 -1.185
H 0.400 -4.545 3.242
N 3.189 -2.568 0.654
C -0.234 4.920 0.944
H 0.349 -7.608 -2.376
H -1.515 -5.289 -0.258
H -0.091 -0.750 6.308
H 4.917 2.132 0.745
H -2.578 -1.717 -4.994
H -0.954 6.864 0.425
H 2.594 -4.417 -3.216
H 4.305 -4.221 1.100
H -2.409 -4.655 -5.247
H -2.206 -1.025 -3.421
C -3.120 -4.046 0.394
C 0.034 -1.594 5.645
C 2.722 -1.064 2.447
C -1.103 5.795 0.327
Si 3.219 0.667 -0.392
C 0.313 -3.714 3.928
H 5.114 -0.956 -0.697
C -0.369 3.536 0.834
C -0.282 -6.844 -1.930
H 0.600 -2.950 7.204
S -0.720 0.205 3.801
H -2.554 -5.129 -3.568
C -2.956 -1.807 -0.355
C -1.847 -4.816 -4.331
H 1.628 -5.612 -4.084
H 4.609 0.693 1.708
H 0.981 -4.744 0.665
C 3.850 -3.327 1.518
H -1.166 -6.752 -2.547
H 4.510 -3.713 3.522
H -3.158 3.522 -1.076
C 0.422 -2.824 6.141
C -0.222 -1.391 4.292
C 3.979 -3.043 2.860
H -4.554 -2.514 0.899
C -1.961 -4.312 -0.304
C 0.362 -2.838 -5.091
N -1.876 -2.068 -1.065
Sb 1.516 -1.830 -1.683
H -3.604 -4.829 0.969
H 0.722 0.720 -2.192
S 0.874 2.578 1.569
C -0.250 -3.526 -2.000
C 4.141 1.453 1.090
H -2.833 5.964 -0.936
C 4.659 -0.205 -1.334
C -2.390 -1.950 -3.948
H 0.592 5.297 1.532
C 1.575 -5.230 -0.100
H 3.530 2.850 -1.553
H 1.072 -3.649 -5.178
H 1.811 -6.237 0.235
H 0.866 -4.868 5.640
C -2.332 3.927 -0.508
S -1.871 1.340 -0.060
C 0.267 -0.231 -2.438
C 2.047 -5.350 -3.117
C 0.564 -3.893 5.274
H 5.430 0.500 -1.629
H 2.569 1.790 -2.565
H 3.439 -1.617 4.382
H 3.452 2.018 1.707
S -0.399 -2.388 1.713

Its largest force on an atom is 1.22 eV/A. The charge is -2. As for the spin multiplicity: 1. The calculation puts the HOMO energy at -1.51 eV. For the total energy, the calculation gives -117676.2096 eV. The HOMO-LUMO gap is 5.8 eV.

Molecular formula: C2H3NOS
Method: DFT, ωB97M-V/def2-TZVPD

Geometry (Å):
H -1.234 1.443 -0.010
H 2.633 0.078 -0.076
C -1.835 0.581 -0.026
H 1.964 -1.394 0.394
C 1.705 -0.434 0.068
S -0.799 -0.862 -0.038
N 0.576 0.013 -0.277
O -3.008 0.575 -0.034

The calculation puts the energy above the lowest of the compared OMol25 structures with the same formula, charge and spin at 1.4250 eV. The structure (SMILES) is C=NSC=O. Its largest force on an atom is 2.16 eV/A. As for the spin multiplicity: 1. The calculation puts the HOMO energy at -9.54 eV. For the total energy, the calculation gives -16493.7733 eV. The HOMO-LUMO gap is 10.1 eV.